No. 1
Molecular formula: C4H8O3
Method: DFT, ωB97M-V/def2-TZVPD

Last column: Löwdin charge in e.
Cartesian coordinates (Å):
C (-1.564, -1.022, 0.135)  -0.120
C (-0.846, 0.167, 0.697)  -0.257
C (-0.820, 1.378, 0.079)  -0.004
H (-0.550, 0.108, 1.741)  0.100
H (-1.680, -0.946, -0.951)  0.075
H (-0.996, -1.932, 0.346)  0.069
H (-2.556, -1.132, 0.583)  0.076
H (-0.481, 2.262, 0.607)  0.066
H (-1.226, 1.523, -0.916)  0.071
C (1.624, 0.022, -0.351)  -0.659
O (2.329, -0.117, 0.786)  0.132
O (1.436, -1.179, -0.919)  0.131
O (1.606, 1.082, -1.004)  0.036
H (2.706, 0.766, 0.944)  0.142
H (1.017, -0.981, -1.775)  0.143

Calculated values
Energy relative to the best compared isomer or geometry (same formula, charge and spin) in kJ/mol: 148.5
E_tot in Eh: -382.90825
Lowest unoccupied orbital energy in eV: 0.6
Spin multiplicity: 1
Structure (SMILES): O=C(O)O.C=CC

***

No. 2
Molecular formula: C8H16N3O2
Method: DFT, ωB97M-V/def2-TZVPD

Last column: Löwdin charge in e.
Cartesian coordinates (Å):
C (-3.879, -0.990, 1.594)  0.032
C (-2.958, -0.765, 0.428)  -0.483
O (-2.733, 0.350, -0.020)  0.100
O (-2.403, -1.890, -0.133)  -0.012
C (-1.086, -2.165, 0.297)  -0.181
C (-0.105, -1.051, -0.028)  -0.154
C (1.270, -1.308, 0.613)  -0.135
N (2.316, -0.652, -0.196)  0.091
C (2.192, 0.647, -0.492)  -0.369
N (2.378, 1.130, -1.741)  0.128
C (1.550, 2.366, -1.840)  -0.086
C (1.523, 2.840, -0.382)  -0.093
N (1.889, 1.620, 0.357)  0.151
H (-3.443, -0.594, 2.500)  0.094
H (-4.777, -0.428, 1.382)  0.095
H (-4.132, -2.035, 1.703)  0.089
H (-1.036, -2.418, 1.357)  0.138
H (-0.772, -3.047, -0.243)  0.137
H (-0.449, -0.082, 0.304)  0.095
H (0.051, -1.061, -1.101)  0.127
H (1.273, -0.844, 1.596)  0.121
H (1.489, -2.359, 0.711)  0.132
H (3.126, -1.147, -0.522)  0.163
H (2.065, 0.449, -2.417)  0.152
H (0.551, 2.057, -2.129)  0.128
H (1.943, 3.118, -2.500)  0.124
H (0.572, 3.252, -0.077)  0.129
H (2.261, 3.608, -0.185)  0.126
H (1.327, 1.400, 1.166)  0.160

Calculated values
Energy relative to the best compared isomer or geometry (same formula, charge and spin) in kJ/mol: 2.2
E_tot in Eh: -628.94104
Lowest unoccupied orbital energy in eV: -3.3
Spin multiplicity: 1
Total charge: +1
Structure (SMILES): CC(=O)OCCCNC1=[NH+]CCN1

***

No. 3
Molecular formula: C18H44N6O3P2S4W
Method: DFT, ωB97M-V/def2-TZVPD

Last column: Mulliken spin population.
Cartesian coordinates (Å):
W (0.591, 0.509, -0.576)  2.027
C (-2.621, -3.006, 2.886)  0.000
N (-1.601, -2.760, 1.881)  -0.007
C (-0.992, -3.933, 1.282)  0.000
P (-0.990, -1.307, 1.530)  -0.003
O (-0.819, -1.076, 0.055)  -0.005
O (-2.103, -0.279, 2.132)  0.003
P (-2.408, 1.115, 1.370)  0.018
O (-1.180, 1.506, 0.608)  -0.006
N (-3.661, 0.774, 0.347)  -0.004
C (-3.716, 1.315, -0.995)  -0.004
C (-4.916, 0.271, 0.871)  0.001
N (-2.673, 2.135, 2.647)  0.002
C (-3.523, 1.754, 3.759)  -0.001
C (-2.591, 3.561, 2.400)  0.000
N (0.451, -0.926, 2.306)  -0.012
C (1.088, 0.348, 2.098)  -0.015
C (0.627, -1.433, 3.674)  0.001
H (-2.229, -3.631, 3.690)  0.000
H (-3.466, -3.525, 2.432)  0.000
H (-2.966, -2.067, 3.307)  0.000
H (-0.596, -4.594, 2.052)  0.000
H (-0.183, -3.617, 0.626)  0.000
H (-1.734, -4.484, 0.705)  0.000
H (-2.729, 1.687, -1.275)  0.005
H (-4.445, 2.124, -1.080)  0.000
H (-4.018, 0.524, -1.684)  0.000
H (-4.781, -0.093, 1.887)  0.000
H (-5.252, -0.556, 0.241)  0.000
H (-5.699, 1.033, 0.859)  0.000
H (-3.476, 0.680, 3.918)  0.000
H (-4.561, 2.057, 3.605)  0.000
H (-3.168, 2.260, 4.659)  0.000
H (-1.950, 3.734, 1.537)  0.000
H (-2.165, 4.052, 3.277)  0.000
H (-3.571, 4.008, 2.220)  0.000
H (1.387, 0.571, 0.985)  0.071
H (2.050, 0.331, 2.624)  0.002
H (0.502, 1.210, 2.458)  -0.002
H (0.075, -2.362, 3.783)  0.001
H (0.268, -0.717, 4.416)  0.000
H (1.683, -1.639, 3.856)  -0.001
C (3.991, 2.699, -2.569)  0.002
C (3.265, 1.736, -3.485)  0.018
S (1.984, 0.636, -2.717)  -0.047
C (0.353, 1.337, -3.224)  0.050
C (0.229, 2.815, -2.916)  0.015
S (0.220, 2.974, -1.078)  -0.072
C (1.146, 4.505, -0.671)  0.008
C (2.653, 4.440, -0.762)  0.006
S (3.249, 4.366, -2.492)  0.000
H (4.983, 2.875, -2.993)  0.002
H (4.118, 2.301, -1.562)  0.001
H (3.974, 1.013, -3.894)  0.001
H (2.777, 2.238, -4.319)  -0.001
H (-0.379, 0.733, -2.607)  -0.024
H (0.174, 1.129, -4.285)  -0.001
H (-0.725, 3.198, -3.288)  0.000
H (1.039, 3.419, -3.335)  -0.006
H (0.844, 4.714, 0.360)  0.000
H (0.730, 5.271, -1.327)  -0.003
H (3.061, 3.601, -0.197)  -0.002
H (3.053, 5.367, -0.344)  0.001
C (3.748, -4.254, -0.292)  -0.001
N (2.998, -3.814, -1.431)  0.007
C (3.015, -4.617, -2.647)  0.002
C (2.103, -3.837, -3.606)  -0.001
N (1.729, -2.672, -2.806)  0.006
C (2.264, -2.733, -1.586)  0.043
S (2.088, -1.538, -0.342)  -0.079
H (4.740, -4.575, -0.615)  0.001
H (3.257, -5.114, 0.171)  0.000
H (3.845, -3.459, 0.442)  0.000
H (2.667, -5.634, -2.439)  0.000
H (4.042, -4.689, -3.015)  0.000
H (1.218, -4.400, -3.904)  0.000
H (2.629, -3.519, -4.509)  0.001
H (0.980, -2.063, -3.087)  0.001

Calculated values
<S²>: 2.03
Energy relative to the best compared isomer or geometry (same formula, charge and spin) in kJ/mol: 522.7
E_tot in Eh: -3607.68503
Lowest unoccupied orbital energy (alpha / beta) in eV: -14.2 / -14.2
Spin multiplicity: 3
Total charge: +4

***

No. 4
Molecular formula: C24H59Cl6N3O7
Method: DFT, ωB97M-V/def2-TZVPD

Last column: Löwdin charge in e.
Cartesian coordinates (Å):
Cl (3.885, 4.379, 2.438)  0.546
C (2.311, 5.017, 3.009)  -0.634
C (1.212, 3.993, 2.992)  -0.638
Cl (1.039, 3.250, 1.402)  0.655
H (2.053, 5.832, 2.329)  0.069
H (2.523, 5.449, 3.981)  0.073
H (0.280, 4.456, 3.302)  0.090
H (1.462, 3.213, 3.714)  0.060
Cl (-1.248, 0.419, 0.558)  0.664
C (-0.193, -0.374, -0.642)  -0.603
C (1.237, -0.338, -0.124)  -0.669
Cl (2.407, -1.022, -1.252)  0.602
H (-0.303, 0.105, -1.606)  0.049
H (-0.534, -1.403, -0.688)  0.047
H (1.320, -0.882, 0.814)  0.038
H (1.495, 0.693, 0.120)  0.016
Cl (4.110, 1.881, -2.187)  0.570
C (2.803, 2.722, -1.316)  -0.712
C (2.867, 4.209, -1.402)  -0.651
Cl (2.607, 4.706, -3.110)  0.534
H (2.868, 2.341, -0.301)  0.012
H (1.859, 2.352, -1.721)  0.064
H (3.830, 4.604, -1.098)  0.068
H (2.070, 4.668, -0.833)  0.038
C (-1.704, -4.601, -0.880)  -0.063
C (-0.441, -4.948, -1.586)  -0.499
C (-0.219, -4.005, -2.780)  -0.066
O (0.671, -4.930, -0.676)  -0.050
H (-1.771, -5.212, 0.021)  0.079
H (-2.533, -4.836, -1.552)  0.087
H (-1.832, -3.546, -0.638)  0.073
H (-0.525, -5.952, -2.030)  0.135
H (0.740, -4.235, -3.292)  0.079
H (0.049, -2.979, -2.508)  0.048
H (-1.041, -4.091, -3.484)  0.081
H (1.455, -5.084, -1.215)  0.082
C (-3.455, 2.883, -0.802)  -0.077
C (-2.404, 3.844, -1.297)  -0.517
C (-1.773, 3.372, -2.578)  -0.057
O (-2.997, 5.128, -1.466)  -0.039
H (-3.097, 1.877, -0.613)  0.011
H (-4.281, 2.804, -1.522)  0.084
H (-3.916, 3.280, 0.107)  0.083
H (-1.623, 3.853, -0.518)  0.118
H (-2.520, 3.221, -3.373)  0.088
H (-1.221, 2.436, -2.484)  0.071
H (-1.154, 4.139, -3.066)  0.077
H (-2.337, 5.654, -1.933)  0.084
C (-2.349, -1.851, 3.032)  -0.089
C (-3.598, -2.407, 2.435)  -0.499
C (-3.648, -3.921, 2.524)  -0.065
O (-4.724, -1.868, 3.144)  -0.046
H (-2.197, -1.950, 4.108)  0.092
H (-2.359, -0.774, 2.837)  0.026
H (-1.428, -2.183, 2.547)  0.080
H (-3.627, -2.182, 1.363)  0.131
H (-2.660, -4.350, 2.341)  0.071
H (-4.363, -4.303, 1.790)  0.077
H (-3.972, -4.287, 3.500)  0.082
H (-5.512, -2.030, 2.615)  0.087
C (2.296, -2.267, 3.154)  -0.042
C (3.683, -1.683, 3.522)  -0.441
C (4.076, -0.477, 2.714)  -0.064
O (3.737, -1.409, 4.970)  -0.087
H (1.662, -1.487, 2.733)  0.033
H (1.899, -2.812, 3.999)  0.078
H (2.446, -2.984, 2.333)  0.081
H (4.441, -2.473, 3.464)  0.132
H (3.406, 0.378, 2.850)  0.073
H (4.088, -0.653, 1.628)  0.071
H (5.107, -0.181, 2.925)  0.082
H (3.240, -0.589, 5.133)  0.039
O (-1.771, -1.079, -3.073)  0.002
C (-2.645, -0.803, -3.893)  -0.563
N (-2.361, -0.538, -5.193)  0.174
C (-4.068, -0.591, -3.433)  -0.003
H (-3.048, -0.438, -5.910)  0.097
H (-1.372, -0.477, -5.418)  0.112
H (-4.501, -1.489, -2.985)  0.084
H (-4.750, -0.188, -4.181)  0.073
H (-4.066, 0.098, -2.583)  0.074
O (1.608, 0.612, 5.124)  0.041
C (0.413, 0.753, 5.080)  -0.588
N (-0.325, 0.974, 6.193)  0.178
C (-0.232, 0.907, 3.741)  -0.033
H (-1.318, 0.896, 6.078)  0.100
H (0.158, 1.034, 7.067)  0.112
H (-1.312, 1.033, 3.835)  0.081
H (0.021, 0.111, 3.059)  0.040
H (0.195, 1.837, 3.370)  0.015
O (1.538, 0.626, -6.065)  0.007
C (2.496, 0.162, -5.455)  -0.587
N (3.565, 0.929, -5.102)  0.134
C (2.536, -1.297, -5.086)  -0.018
H (3.580, 1.885, -5.406)  0.101
H (4.308, 0.528, -4.570)  0.057
H (1.947, -1.543, -4.209)  0.047
H (3.561, -1.655, -4.929)  0.078
H (2.167, -1.888, -5.925)  0.084

Calculated values
E_tot in Eh: -4401.99055
Lowest unoccupied orbital energy in eV: 0.3
Spin multiplicity: 1
Structure (SMILES): CC(N)=O.CC(N)=O.CC(N)=O.CC(C)O.CC(C)O.CC(C)O.CC(C)O.ClCCCl.ClCCCl.ClCCCl

***

No. 5
Molecular formula: CH3N3O2S2
Method: DFT, ωB97M-V/def2-TZVPD

Last column: Löwdin charge in e.
Cartesian coordinates (Å):
C (-0.569, -0.512, 0.172)  -0.605
N (0.576, 1.874, -0.269)  -0.010
N (-1.858, -0.898, 0.195)  0.166
N (0.347, -1.313, 0.696)  -0.234
O (-0.500, 0.665, -0.486)  -0.089
O (1.222, 1.500, 0.776)  -0.336
S (2.476, -0.524, -1.127)  0.222
S (1.849, -0.533, 0.677)  0.588
H (-2.529, -0.259, -0.196)  0.117
H (-2.148, -1.711, 0.708)  0.114
H (1.133, 1.712, -1.145)  0.067

Calculated values
Energy relative to the best compared isomer or geometry (same formula, charge and spin) in kJ/mol: 184.4
E_tot in Eh: -1150.87549
Lowest unoccupied orbital energy (alpha / beta) in eV: -1.3 / -1.3
Spin multiplicity: 1